C24H44BNO48S10 as an isolated structure in a non-equilibrium geometry. Source: the OMol25 dataset; level of theory: ωB97M-V/def2-TZVPD.

```
128
Properties=species:S:1:pos:R:3:forces:R:3
N 3.003 -3.667 -5.111 -0.0611 -0.0534 1.2146
H 2.481 -3.691 -4.218 -0.0016 0.2345 0.0044
H 3.394 -2.722 -5.136 -0.0716 -0.0139 -0.2891
H 2.364 -3.894 -5.869 0.2500 0.0919 -0.2175
H 3.783 -4.320 -4.999 -0.0030 -0.0120 -0.2655
O 2.357 -2.109 -2.758 -0.1006 -0.5176 -0.7470
C 1.511 -1.582 -2.089 -0.1052 0.0542 0.7455
O 1.769 -0.663 -1.190 0.3090 -0.1083 0.1920
B 0.542 -0.190 -0.541 -0.3551 0.0179 -0.0231
O -0.545 -0.951 -1.230 0.5888 0.5258 0.9745
C -0.028 -1.821 -2.053 -0.4618 -0.1429 -0.9700
O -0.661 -2.584 -2.730 0.6558 -0.1784 -0.0372
O 0.424 1.241 -0.754 -0.6356 0.4954 -0.5124
C 0.120 1.854 0.376 1.2616 0.2686 -0.1694
O -0.035 3.027 0.542 -0.4087 0.3400 -0.1253
C 0.268 0.837 1.490 -1.0413 -0.5472 0.0385
O 0.529 -0.351 0.924 0.1120 0.0562 0.2712
O 0.080 1.093 2.641 0.4452 -0.4016 0.2009
C 3.523 5.491 -1.483 0.7884 -1.4026 0.2735
C 2.259 4.726 -1.017 -0.9123 0.7082 1.1671
O 1.777 3.984 -2.113 0.3547 -0.7190 -1.6788
S 3.012 3.680 -3.115 0.0041 1.0466 -0.0252
O 2.597 3.554 -4.474 0.0789 0.1775 1.2915
O 3.859 2.668 -2.538 -0.5432 0.7614 -0.0321
O 3.662 5.162 -2.887 -0.2256 -0.9263 0.0985
H 4.363 5.061 -0.933 0.2040 0.0328 -0.2012
H 3.602 6.563 -1.341 -0.6617 0.0847 -0.3269
H 1.460 5.387 -0.676 -0.0425 0.0841 -0.4594
H 2.354 4.019 -0.189 0.8153 0.1832 -0.0301
C -1.321 -3.387 2.185 0.5640 0.1437 -1.0207
C -1.209 -3.761 0.706 -0.1043 0.9464 0.6304
O -2.138 -4.798 0.540 -1.0420 -1.6923 0.3964
S -2.282 -5.732 1.879 1.6973 1.2883 -0.5688
O -1.625 -6.989 1.622 -0.4960 1.6055 0.7585
O -3.623 -5.700 2.351 0.0793 -0.0295 -0.1687
O -1.374 -4.666 2.807 -0.8052 -1.5937 -0.1889
H -2.169 -2.738 2.398 -0.1796 -0.3936 0.1611
H -0.404 -2.863 2.450 0.0535 -0.3035 0.4657
H -0.188 -4.105 0.536 -0.0889 0.0043 -0.3841
H -1.554 -2.962 0.053 0.3515 0.0185 -0.0719
C 5.005 0.067 -2.874 0.4322 1.7614 0.0407
C 4.997 -0.319 -1.393 -0.7255 -0.0421 -1.3058
O 5.185 -1.734 -1.423 0.9182 -1.0350 -0.5105
S 6.054 -2.234 -2.720 -1.0899 1.4297 1.0536
O 5.332 -3.281 -3.383 0.1401 0.1546 0.0610
O 7.399 -2.447 -2.310 -0.5093 0.2403 -0.6251
O 5.839 -0.862 -3.567 0.5971 -1.5838 0.4772
H 5.499 1.037 -2.950 -0.0598 -0.1566 -0.2157
H 4.046 0.193 -3.373 -0.1206 -0.5768 0.1822
H 4.002 -0.166 -0.984 0.2201 0.1842 0.2303
H 5.779 0.252 -0.895 0.1171 -0.5257 0.4139
C 2.383 -0.631 5.210 -1.1945 0.7077 1.2112
C 1.745 -1.229 4.010 0.8650 0.1161 -1.1970
O 2.297 -2.537 4.052 0.2514 -1.5079 0.5696
S 2.145 -3.133 5.582 -0.1692 0.2040 -0.4656
O 3.307 -3.857 5.997 -0.6780 0.7095 -0.6538
O 0.853 -3.745 5.705 1.0464 1.0125 0.0950
O 2.197 -1.638 6.224 0.1031 -0.6056 0.2385
H 1.893 0.274 5.570 -0.1043 -0.1094 0.0306
H 3.429 -0.382 5.033 0.1649 -0.4701 0.1118
H 2.197 -0.719 3.154 -0.4120 -0.2842 -0.2776
H 0.666 -1.308 3.892 -0.0442 0.4830 0.4970
C -6.008 -1.904 0.849 0.2712 -1.9260 1.5235
C -5.157 -1.767 2.107 -0.8907 0.3846 -0.0806
O -3.847 -1.438 1.594 -0.1959 0.6687 0.0086
S -3.967 -0.674 0.178 1.1254 -1.3282 0.5191
O -3.305 -1.521 -0.762 -0.4647 0.3947 -0.0993
O -3.514 0.687 0.260 -1.0322 -0.6994 0.1125
O -5.538 -0.842 0.061 -0.1391 1.5526 -1.0820
H -7.059 -1.873 1.131 -0.0612 0.8145 -0.4708
H -5.863 -2.885 0.387 0.2913 0.2445 -0.3953
H -5.145 -2.642 2.750 0.4615 -0.1761 -0.2598
H -5.594 -0.942 2.672 0.5785 0.2249 0.1869
C -2.172 -2.507 -5.269 0.1586 -0.5925 1.5777
C -3.179 -1.600 -4.582 0.0807 1.2303 -1.1065
O -3.609 -0.748 -5.688 -0.0801 -0.1835 -1.0077
S -3.533 -1.529 -7.107 -0.4743 0.3666 -0.0931
O -2.720 -0.745 -8.001 -0.6175 -0.9154 1.0069
O -4.814 -2.011 -7.553 1.2689 0.5826 0.6017
O -2.745 -2.811 -6.513 -0.2860 0.0036 -0.9000
H -2.044 -3.388 -4.638 -0.1748 -0.3365 -0.5062
H -1.165 -2.104 -5.396 -0.2269 0.5596 0.0180
H -2.717 -0.927 -3.867 -0.0892 -0.1723 0.1724
H -4.105 -2.034 -4.211 0.4031 -0.5840 0.2795
C -2.846 2.909 2.851 -0.7777 -0.2340 -1.3688
C -4.017 3.470 2.006 0.7907 0.4125 -0.0647
O -5.186 3.067 2.693 -0.6388 -1.0269 1.4048
S -4.847 2.556 4.233 -0.4545 -0.0901 -1.5494
O -4.785 1.114 4.288 0.0735 1.2544 -0.2707
O -5.751 3.228 5.114 1.4070 -0.1911 -0.5332
O -3.349 3.151 4.156 -0.4480 -0.1482 1.6829
H -1.903 3.405 2.641 -0.1007 0.3360 0.5078
H -2.684 1.837 2.721 -0.1585 -0.0141 -0.1051
H -4.095 3.167 0.964 0.1961 -0.4095 0.1622
H -3.979 4.563 2.032 0.0758 -0.0318 0.0833
C -1.776 2.916 -2.304 -0.5774 -0.8639 -0.6985
C -2.240 1.597 -2.899 -0.0066 0.1130 0.6031
O -1.848 1.671 -4.264 0.4317 0.6050 -0.9333
S -2.294 3.137 -4.787 -0.8550 0.5204 0.5307
O -3.672 3.125 -5.186 0.9676 -0.1639 0.3989
O -1.324 3.702 -5.662 -0.0898 -0.5785 0.6140
O -2.223 3.841 -3.299 -0.0426 0.2284 -1.0317
H -0.693 2.978 -2.234 -0.0636 0.0052 0.3592
H -2.328 3.026 -1.373 0.2927 0.6410 0.0663
H -3.333 1.558 -2.905 0.0313 -0.2705 0.4596
H -1.766 0.760 -2.392 -0.1569 -0.2212 -0.3303
C 3.178 -3.144 1.072 0.6372 -0.1260 -0.0039
C 4.308 -3.485 2.057 0.5413 -0.9096 0.7587
O 3.780 -4.501 2.921 -0.6489 -1.2136 -0.0956
S 2.553 -5.308 2.216 1.8639 0.0563 0.7136
O 1.622 -5.760 3.207 0.7778 1.0561 -1.3069
O 3.146 -6.256 1.301 -1.0126 1.1867 0.3507
O 2.072 -3.942 1.471 -1.2284 -0.8148 0.1146
H 3.405 -3.425 0.045 0.3200 0.2153 -0.0010
H 2.958 -2.081 1.142 -0.5903 -0.1171 -0.0774
H 4.628 -2.739 2.782 -0.3350 0.5366 -0.4099
H 5.214 -3.865 1.583 -0.1630 -0.0525 -0.2760
C 0.688 6.458 3.104 0.1504 0.8188 1.0078
C 0.556 5.036 3.642 0.2505 0.0622 -0.3770
O -0.210 5.204 4.822 -0.7693 0.5575 0.7690
S -1.218 6.486 4.775 0.2689 -0.5536 -0.9875
O -1.022 7.301 5.928 -0.0681 -0.6355 -0.6267
O -2.515 6.031 4.377 0.7608 0.4838 0.3947
O -0.508 7.165 3.483 -0.7920 -0.5212 0.3217
H 0.825 6.628 2.040 0.0204 -0.3470 -0.0211
H 1.453 6.965 3.698 0.4433 -0.1494 -0.4535
H 1.524 4.654 3.965 0.0119 0.0379 -0.0933
H 0.117 4.300 2.965 -0.2563 0.2040 -0.0260
```
Positions in Å, forces in eV/Å.

Values from the calculation:
* Kohn-Sham gap: 9.40 eV
* relative energy (zero: lowest compared OMol25 entry of this formula, charge and spin): 0.000 eV
* E_HOMO: -11.002 eV
* maximum force: 2.5 eV/Å